Record 1
{"formula": "C4H8O2", "method": "ωB97M-V/def2-TZVPD", "gap_ev": [6.7, 6.7], "e_homo_ev": [-6.58, -6.57], "total_charge": 0, "elements": ["O", "O", "C", "C", "C", "C", "H", "H", "H", "H", "H", "H", "H", "H"], "positions_angstrom": [[0.27614, -1.34165, 0.36511], [-0.36721, 0.13992, -1.72023], [0.55120, 0.82955, -0.99392], [0.80026, -0.16427, 0.54201], [0.02065, 0.92367, 0.99083], [-1.12711, -1.42988, 0.85118], [-1.36044, -2.48908, 0.68049], [0.28455, 1.88599, -0.98889], [0.51220, 1.80504, 1.39478], [1.87886, -0.15954, 0.68587], [-1.74231, -0.83702, 0.15213], [1.59088, 0.72718, -1.32986], [-0.26496, -0.81088, -1.52491], [-1.05269, 0.92098, 0.89540]], "atomic_forces_ev_per_a": [[0.097, 0.084, 0.102], [0.126, -0.078, 0.061], [0.007, 0.386, -0.348], [0.017, 0.003, 0.408], [0.137, -0.008, -0.180], [-0.146, -0.243, -0.301], [-0.004, 0.155, 0.101], [0.044, -0.074, 0.004], [-0.016, -0.155, -0.101], [-0.144, -0.007, -0.044], [-0.001, -0.054, 0.192], [-0.182, -0.020, 0.142], [-0.060, 0.099, -0.025], [0.126, -0.087, -0.010]], "lowdin_charge": [-0.18, -0.02, -0.15, -0.37, 0.10, -0.08, 0.01, 0.12, 0.10, 0.16, 0.00, 0.13, 0.11, 0.07]}

=====

Record 2
{"formula": "C6H8N", "method": "ωB97M-V/def2-TZVPD", "gap_ev": [8.1, 8.1], "e_homo_ev": [-12.76, -12.76], "total_charge": 1, "elements": ["N", "C", "C", "C", "C", "C", "C", "H", "H", "H", "H", "H", "H", "H", "H"], "positions_angstrom": [[1.26699, -0.18021, 0.22140], [2.36035, 0.75872, 0.19659], [-2.59358, 0.60584, -0.92978], [-1.49132, -0.13754, -0.66542], [-0.64585, -0.00257, 0.54923], [2.31770, -0.12598, -0.74780], [0.43494, -0.90010, 1.13017], [-1.30034, -0.92802, -1.25120], [2.60436, -0.72242, -1.54794], [0.74835, -0.63457, 2.06436], [-3.21538, 0.32833, -1.76835], [2.71155, 1.48048, 0.91865], [-2.69840, 1.44918, -0.22346], [-0.82772, 0.96225, 1.03105], [0.32833, -1.95337, 1.02250]], "atomic_forces_ev_per_a": [[-3.058, 0.923, -0.237], [0.108, -0.722, 0.383], [2.265, 0.039, 1.637], [-0.607, 1.521, 2.459], [0.869, 1.232, -1.678], [-0.227, 0.835, 1.292], [-0.545, 0.154, -2.007], [0.745, -2.943, -2.131], [0.606, -0.587, -1.305], [0.214, 0.413, 2.847], [-0.224, 0.470, 0.143], [0.241, 0.112, -0.488], [-0.876, -0.304, -0.863], [0.392, -0.339, 0.320], [0.097, -0.804, -0.370]], "lowdin_charge": [-0.06, 0.13, 0.10, -0.14, 0.06, 0.13, -0.08, 0.06, 0.12, 0.10, 0.08, 0.14, 0.09, 0.13, 0.13]}

=====

Record 3
{"formula": "C4H13N2O2", "method": "ωB97M-V/def2-TZVPD", "gap_ev": 5.4, "e_homo_ev": -13.18, "total_charge": 1, "elements": ["O", "O", "N", "N", "C", "C", "C", "C", "H", "H", "H", "H", "H", "H", "H", "H", "H", "H", "H", "H", "H"], "positions_angstrom": [[-1.18259, -0.74844, -1.37297], [-0.21890, 1.18647, -2.84220], [-0.33505, 1.69974, 0.33747], [1.24917, -0.56398, 0.94146], [-0.56956, 0.84388, 1.44179], [0.67317, 0.19586, 2.05133], [0.48449, -1.59445, 0.33796], [0.11159, -1.34462, -1.11036], [-1.76888, -1.06040, -0.65951], [-0.19628, 2.68844, 0.47499], [-0.63552, 0.40642, -2.45403], [-0.05402, 1.37712, -0.57405], [2.23500, -0.79951, 1.05291], [-1.01093, -0.06747, 0.91046], [-1.44143, 1.15012, 2.03453], [1.35800, 1.00757, 2.31088], [-0.80398, 1.60271, -3.47688], [0.11772, -2.34684, -1.54991], [0.49442, -0.44957, 2.92946], [0.70134, -2.55048, 0.81208], [0.79224, -0.63257, -1.59539]], "atomic_forces_ev_per_a": [[0.280, -1.214, 1.435], [0.887, 0.116, 0.319], [0.244, 0.687, 0.372], [-0.864, -1.294, -0.740], [-1.040, -1.523, -1.881], [-0.214, 1.752, 0.358], [3.135, 3.097, 0.438], [-2.209, -0.518, -0.259], [-0.226, 0.272, -0.729], [-0.245, -0.050, 0.131], [-0.737, 0.610, -0.683], [-0.010, -0.101, 0.092], [-0.276, -0.867, 1.021], [-0.116, -0.076, 0.370], [0.945, 0.397, 0.601], [0.128, -0.300, 0.149], [-0.220, -0.175, 0.000], [0.263, 0.124, -0.306], [0.039, 0.222, -0.317], [-0.203, -0.627, -0.896], [0.440, -0.535, 0.525]], "lowdin_charge": [-0.08, -0.05, 0.08, 0.01, -0.23, -0.15, 0.15, -0.15, 0.12, 0.11, -0.03, 0.05, 0.16, 0.10, 0.14, 0.13, 0.06, 0.14, 0.13, 0.15, 0.14]}

=====

Record 4
{"formula": "C17H36F3KN2O7PS", "method": "ωB97M-V/def2-TZVPD", "gap_ev": 1.5, "e_homo_ev": -0.76, "total_charge": -1, "elements": ["K", "S", "P", "F", "F", "F", "O", "O", "O", "O", "O", "O", "O", "N", "N", "C", "C", "C", "C", "C", "C", "C", "C", "C", "C", "C", "C", "C", "C", "C", "C", "C", "H", "H", "H", "H", "H", "H", "H", "H", "H", "H", "H", "H", "H", "H", "H", "H", "H", "H", "H", "H", "H", "H", "H", "H", "H", "H", "H", "H", "H", "H", "H", "H", "H", "H", "H", "H"], "positions_angstrom": [[-3.17779, -1.44230, -1.11421], [-2.30618, -0.49793, -7.67017], [-5.50431, 0.12264, 2.86016], [-0.57420, 1.30565, -7.08323], [-0.69293, 0.86383, -9.26374], [-2.23781, 2.06851, -8.25508], [-3.91504, 0.21292, 2.96426], [-1.33638, -1.56942, -7.69485], [-2.85826, -0.24190, -6.35452], [-5.75834, 1.04263, 1.58533], [-6.27026, 0.46800, 4.19473], [-5.89749, -1.34657, 2.37230], [-3.38373, -0.62777, -8.70625], [2.37956, -5.75188, 4.39872], [-1.03917, 5.89876, -1.87302], [2.81990, -7.14056, 5.02297], [2.40604, -5.79101, 2.85962], [3.34304, -4.59148, 4.70534], [2.07735, -8.35460, 4.53460], [-1.37686, 1.07714, -8.10746], [0.86544, 4.32312, -1.52392], [1.22586, 5.65488, -0.99053], [-0.67217, 4.40641, -1.63688], [-0.97240, 6.17309, -3.39042], [-1.54074, 7.55771, -3.79219], [2.29126, -9.56569, 5.47268], [3.00549, -3.57534, 3.61498], [-2.50291, 6.06570, -1.27269], [-1.25098, 7.75628, -5.23871], [0.04087, 6.57408, -0.99232], [0.96614, -5.33737, 4.87021], [2.59547, -4.33495, 2.37077], [0.93222, -5.10549, 5.93472], [0.48620, -4.63409, 4.18965], [3.86914, -7.17642, 4.72988], [3.78443, -2.81949, 3.51483], [-1.87191, 7.25422, -5.98065], [-1.57620, 5.35738, -3.78811], [2.47542, -8.52851, 3.53490], [1.47625, -6.28017, 2.56923], [2.19080, -2.89598, 3.86570], [1.69512, -3.99532, 1.85880], [1.69551, 5.65337, -0.00689], [3.18040, -4.15787, 5.69206], [0.34848, -6.23336, 4.80843], [0.30149, 7.54676, -1.40955], [0.04626, 6.10788, -3.77276], [-1.33514, 8.82362, -5.44317], [4.35310, -4.96654, 4.87019], [-0.18694, 7.67503, -5.46077], [1.02248, -8.19476, 4.31148], [1.31811, 4.28729, -2.51483], [-1.18192, 8.42958, -3.24520], [-1.06151, 3.79636, -2.45196], [-2.43505, 5.66825, -0.26001], [3.26335, -6.42638, 2.63727], [3.45085, -4.38206, 1.69683], [-1.12558, 4.03863, -0.71641], [1.69940, -9.46348, 6.38227], [-2.62952, 7.58705, -3.83436], [3.30225, -9.75854, 5.83159], [1.25124, 3.55076, -0.85854], [-3.13765, 5.49751, -1.95266], [-0.18544, 6.65314, 0.07099], [1.94304, 6.10054, -1.67983], [1.91310, -10.48807, 5.03192], [2.72224, -7.04221, 6.10413], [-2.74250, 7.11883, -1.12565]], "atomic_forces_ev_per_a": [[-0.408, 0.253, 0.636], [-3.172, -1.423, -1.584], [-0.795, -1.299, -1.941], [1.042, 0.975, -0.057], [0.013, 0.925, 0.834], [0.295, 0.849, -0.237], [-1.063, -0.204, 0.651], [0.650, 0.425, -0.215], [0.370, 0.696, 0.330], [-0.029, 0.035, 1.610], [1.660, -0.027, -2.087], [0.883, 1.317, 1.032], [2.212, 0.712, 1.324], [-0.554, 0.322, 0.709], [-0.157, -1.138, 1.837], [-0.320, 2.011, -0.068], [-0.184, -0.163, 1.009], [-0.792, -0.009, 0.701], [0.411, -0.461, -0.832], [-1.360, -3.098, -0.272], [-0.921, -0.066, -0.639], [1.943, 1.714, -0.283], [0.415, -0.690, -0.254], [-0.944, 1.144, 1.344], [-0.727, -1.117, -0.324], [-0.664, 0.017, 0.138], [0.073, 1.065, 0.329], [2.030, 0.146, -0.396], [1.365, 1.747, -1.390], [-0.340, 0.227, -0.414], [0.157, -1.687, -0.267], [0.793, -1.483, -0.085], [0.477, 0.602, -0.228], [0.470, 0.385, 0.264], [0.078, -0.224, 0.258], [0.503, -0.470, -0.447], [0.159, -0.364, 0.343], [0.091, 0.207, -0.359], [0.135, -0.556, -0.049], [0.104, 0.046, -0.301], [-0.367, -0.446, 0.713], [0.199, 0.317, 0.109], [-0.100, -0.106, -0.018], [-0.775, -0.188, 0.157], [0.054, -0.120, -0.249], [-0.388, 0.034, 0.098], [0.112, -0.269, 0.476], [-0.606, 0.168, -0.138], [0.166, -0.175, -1.193], [0.125, -0.786, -0.192], [-0.122, 0.113, 0.598], [-0.115, -0.769, 0.046], [0.196, -0.393, 0.370], [-0.139, 0.175, -0.001], [-0.186, -0.414, -0.289], [-0.060, 0.031, -0.263], [-0.294, 0.202, -0.405], [-0.156, 0.405, 0.010], [-0.107, 0.315, 0.066], [-0.157, -0.216, 1.111], [0.214, 0.302, -0.447], [-0.436, -0.335, -0.418], [-0.247, 0.255, 0.377], [-1.361, 0.264, -0.358], [0.430, -0.037, 0.235], [0.150, 0.084, -0.285], [0.113, 0.290, -0.010], [-0.037, -0.036, -0.718]], "lowdin_charge": [0.45, 0.46, -0.03, 0.11, 0.09, 0.13, -0.41, -0.35, -0.37, -0.49, -0.42, -0.50, -0.39, -0.23, -0.21, -0.13, -0.13, -0.13, -0.26, -0.69, -0.16, -0.22, -0.09, -0.09, -0.24, -0.09, -0.20, 0.06, -0.13, -0.10, 0.01, -0.17, 0.10, 0.11, 0.12, 0.11, 0.09, 0.14, 0.10, 0.12, 0.11, 0.11, 0.12, 0.12, 0.08, 0.12, 0.13, 0.08, 0.12, 0.08, 0.11, 0.11, 0.11, 0.13, 0.10, 0.11, 0.11, 0.13, 0.07, 0.11, 0.07, 0.12, 0.11, 0.13, 0.11, 0.07, 0.13, 0.10]}

=====

Computed values of DFT total energy (unit: hartree) for the preceding records, in sequence: -307.4558, -287.6820, -419.7706, -2944.2920.
Computed values of max |F| (unit: eV/A) for the preceding records, in sequence: 0.52, 3.71, 4.43, 3.82.